Entry 1:
One molecule with the formula C6H8O2 at a distorted geometry. Source: the OMol25 dataset; level of theory: ωB97M-V with the def2-TZVPD basis set.

Structure (ORCA input):
```
! RIJCOSX wB97M-V def2-TZVPD def2/J DEFGRID3
* xyz 0 1
C 1.63948 -0.90704 1.30609
C 1.27168 -0.02162 0.40382
C 1.31984 0.82200 -0.61629
O 0.43728 1.07846 -1.70782
C -0.76990 0.44916 -1.52011
C -1.23580 0.88712 -0.14782
C -1.09810 -0.06388 0.81208
O -1.14442 -1.39997 0.69973
H 1.09882 -0.95618 2.28450
H 2.10014 -1.89107 1.00702
H 2.15667 1.54059 -0.47134
H -1.40109 0.78874 -2.42183
H -0.69299 -0.71430 -1.50514
H -1.38207 1.82114 0.31493
H -1.22436 0.16909 1.86821
H -1.07518 -1.60223 -0.30605
*
```

SMILES string: C=C=COC/C=C\O
Maximum force, hartree/bohr: 0.0729
Gap between HOMO and LUMO, Ha: 0.3335
LUMO, Ha: 0.028
ΔE to the lowest compared entry with this formula, charge and spin, kcal per mole: 116.6

List of natural (NBO) charges in e, atom by atom:
1 C -0.4514
2 C -0.0465
3 C 0.0261
4 O -0.4854
5 C -0.0729
6 C -0.3822
7 C 0.1927
8 O -0.6687
9 H 0.2125
10 H 0.2209
11 H 0.2222
12 H 0.2148
13 H 0.1292
14 H 0.2329
15 H 0.1879
16 H 0.4678

***

Entry 2:
A 2-piece molecular cluster, C3H11N2O overall. Source: the OMol25 dataset; level of theory: ωB97M-V with the def2-TZVPD basis set.

Structure (ORCA input):
```
! RIJCOSX wB97M-V def2-TZVPD def2/J DEFGRID3
* xyz 1 1
C -1.67722 0.92042 -1.09808
C -0.58004 0.27078 -0.32653
C 0.33751 -0.59622 -0.75986
N 0.29678 -1.20380 -1.99272
N -0.43343 0.83901 1.03919
H -1.39726 1.89408 -1.50739
H -2.57508 1.08992 -0.48946
H -2.05217 0.26379 -1.86724
H 1.10882 -0.87933 -0.06678
H -0.02172 -0.61866 -2.74508
H 1.12158 -1.70324 -2.25126
H -1.28333 0.59050 1.55442
H -0.42878 1.86082 1.04411
H 0.34309 0.45796 1.61207
H 1.86613 -1.01536 3.08520
H 2.48009 -0.03491 2.02355
O 1.66340 -0.37312 2.40162
*
```

Maximum force, hartree/bohr: 0.0180
Gap between HOMO and LUMO, Ha: 0.3484
LUMO, Ha: -0.117
ΔE to the lowest compared entry with this formula, charge and spin, kcal per mole: 25.7

List of natural (NBO) charges in e, atom by atom:
1 C -0.6781
2 C 0.0102
3 C 0.0401
4 N -0.7769
5 N -0.6874
6 H 0.2361
7 H 0.2300
8 H 0.2554
9 H 0.2113
10 H 0.3933
11 H 0.3995
12 H 0.4265
13 H 0.4266
14 H 0.4730
15 H 0.5175
16 H 0.4996
17 O -0.9767

***

Entry 3:
A 4-piece molecular cluster, C36H59BrF6N3O13PS2 overall at a distorted geometry. Source: the OMol25 dataset; level of theory: ωB97M-V with the def2-TZVPD basis set.

Structure (ORCA input):
```
! RIJCOSX wB97M-V def2-TZVPD def2/J DEFGRID3
* xyz 0 1
C -3.20866 -1.28575 4.88038
C -2.48792 -2.71450 5.05460
P -2.55414 -3.85504 3.56043
C -4.43005 -4.05502 3.21342
C -1.87791 -3.07607 1.96560
O -2.28658 -3.96503 0.91625
C -2.91896 -3.30394 -0.19217
Br -3.21798 -4.75706 -1.56443
C -4.36042 -2.68430 0.08836
C -4.85150 -1.96949 -1.28752
C -6.07078 -2.74882 -1.98671
O -6.59125 -1.87109 -3.04314
C -0.27198 -2.76646 1.97777
C 0.45483 -3.69397 3.06810
C 2.04683 -3.64533 3.04891
O 2.48323 -5.01941 2.75422
C 2.71821 -3.27085 4.46891
N 3.72551 -2.15598 4.37624
O 0.32189 -2.74588 0.68804
C 0.67147 -3.98096 0.09867
F -0.10552 -4.09336 -1.12858
C 2.20586 -3.86250 -0.40895
C 2.29110 -3.42916 -1.97179
C 3.74796 -2.74051 -2.17968
C 3.71153 -1.90857 -3.54248
C 3.04604 -0.45474 -3.41989
C 3.61118 0.43604 -2.22194
C 2.86291 1.85698 -2.05106
S 2.20043 2.58503 -3.62178
C 0.50454 1.90589 -3.74915
N -0.72030 2.33396 -3.17349
N -1.75180 1.50323 -3.51390
C -1.17768 0.49706 -4.33079
O 0.19008 0.74727 -4.49471
S 0.07495 -1.00978 2.61115
O -0.04734 -0.88348 4.09804
O 1.51201 -0.64403 2.27407
C -0.96193 0.31932 1.84433
F -0.38532 1.54205 2.30744
F -2.29890 0.39185 2.33369
C -0.92983 0.44145 0.24635
F 0.24776 0.02027 -0.35562
F -1.01180 1.83454 -0.03422
F -2.09325 -0.09095 -0.36368
H -3.86879 -1.24898 3.94050
H -2.49371 -0.40740 4.81005
H -3.87986 -1.11988 5.78772
H -1.41908 -2.63311 5.47118
H -3.07282 -3.25190 5.89046
H -5.00327 -4.31372 4.16000
H -4.63909 -4.73547 2.33226
H -4.78461 -2.99717 2.91665
H -2.38121 -2.06231 1.83395
H -2.17493 -2.60262 -0.68191
H -5.11238 -3.47241 0.41175
H -4.25955 -1.83890 0.86426
H -3.99427 -1.97454 -2.05671
H -5.09766 -0.85787 -1.12866
H -5.73741 -3.70023 -2.52950
H -6.87627 -3.02239 -1.23030
H -6.25629 -2.23294 -3.89281
H 0.07507 -4.76565 2.90369
H 0.16177 -3.43277 4.14841
H 2.51078 -2.99678 2.24317
H 3.44298 -5.10503 2.91342
H 3.30930 -4.18566 4.84559
H 1.95779 -3.02655 5.28013
H 3.37287 -1.42771 5.01124
H 3.75270 -1.74604 3.43565
H 0.45480 -4.93152 0.66808
H 2.76835 -3.02344 0.14229
H 2.80125 -4.81665 -0.21970
H 2.16814 -4.35239 -2.63061
H 1.54425 -2.60395 -2.22918
H 4.07632 -2.12597 -1.28187
H 4.53695 -3.56907 -2.31679
H 4.72743 -1.85292 -4.08157
H 3.03832 -2.50300 -4.26647
H 3.25323 0.07150 -4.42136
H 1.93570 -0.61450 -3.22542
H 3.41468 -0.12558 -1.23497
H 4.73874 0.62047 -2.32845
H 2.02330 1.76527 -1.27257
H 3.62011 2.59178 -1.63096
H -1.60764 -0.41749 -4.83109
O -2.15763 8.59557 -4.78369
C -1.69923 7.58706 -4.31431
C -1.66849 7.22964 -2.85225
C -0.66215 6.09999 -2.82088
C -0.81714 5.48777 -4.19220
O -1.16597 6.57738 -5.05618
H -2.66093 6.89775 -2.54651
H -1.34187 8.07559 -2.24846
H -0.82690 5.38779 -2.01107
H 0.34696 6.51000 -2.70920
H -1.61859 4.74459 -4.22643
H 0.10854 5.02575 -4.53965
O -4.63865 7.37715 -0.91960
C -4.18149 6.48262 -0.26032
C -4.88521 5.76699 0.86147
C -3.74033 5.05711 1.55444
C -2.76466 4.83046 0.42219
O -2.94760 5.94377 -0.46224
H -5.60489 5.06257 0.43814
H -5.38255 6.47280 1.52577
H -4.03567 4.13575 2.05894
H -3.29449 5.72194 2.30077
H -2.97388 3.90906 -0.12940
H -1.73128 4.80569 0.77191
O 7.08974 2.38754 -2.07463
C 7.05405 1.95316 -0.95430
C 8.19937 1.93823 0.02195
C 7.71413 0.95438 1.06675
C 6.21278 1.11444 0.99226
O 5.93533 1.43703 -0.37641
H 8.32802 2.94127 0.43512
H 9.11746 1.59814 -0.45577
H 8.11753 1.13767 2.06370
H 7.99384 -0.06165 0.77165
H 5.84952 1.93084 1.62333
H 5.68977 0.19674 1.26625
*
```

SMILES string: CCP(C)[C@H](O[C@@H](Br)CCCO)[C@@](C[C@H](O)CN)(O[C@@H](F)CCCCCCCSc1nnco1)S(=O)(=O)C(F)(F)C(F)(F)F.O=C1CCCO1.O=C1CCCO1.O=C1CCCO1
Maximum force, hartree/bohr: 0.1391
Gap between HOMO and LUMO, Ha: 0.3122
LUMO, Ha: -0.009

Löwdin population analysis, charges in e, atoms 1 to 99:
1 C -0.1616
2 C -0.4123
3 P 0.9788
4 C -0.2725
5 C -0.4059
6 O -0.2352
7 C -0.6289
8 Br 0.7356
9 C -0.2046
10 C -0.1920
11 C -0.2561
12 O -0.1192
13 C -0.3777
14 C -0.1009
15 C -0.2944
16 O -0.0891
17 C -0.1921
18 N -0.0189
19 O -0.0683
20 C -0.2381
21 F -0.0710
22 C -0.0873
23 C -0.1698
24 C -0.2093
25 C -0.2111
26 C -0.2284
27 C -0.2339
28 C -0.4387
29 S 0.9106
30 C -0.5195
31 N -0.0018
32 N 0.0159
33 C -0.0804
34 O -0.0653
35 S 0.8844
36 O -0.3007
37 O -0.3069
38 C -0.3203
39 F 0.0566
40 F 0.0510
41 C -0.3438
42 F 0.1212
43 F 0.0741
44 F 0.0927
45 H 0.0568
46 H 0.0543
47 H 0.0748
48 H 0.0672
49 H 0.0847
50 H 0.0549
51 H 0.0442
52 H 0.0277
53 H 0.0999
54 H 0.1014
55 H 0.1065
56 H 0.1094
57 H 0.1012
58 H 0.1247
59 H 0.0865
60 H 0.1223
61 H 0.0890
62 H 0.1344
63 H 0.0992
64 H 0.1136
65 H 0.0968
66 H 0.1191
67 H 0.1173
68 H 0.0659
69 H 0.0462
70 H 0.1734
71 H 0.1063
72 H 0.1266
73 H 0.1235
74 H 0.1090
75 H 0.0889
76 H 0.1156
77 H 0.1145
78 H 0.1146
79 H 0.1083
80 H 0.0928
81 H 0.1052
82 H 0.1069
83 H 0.0816
84 H 0.0779
85 H 0.1396
86 O 0.1117
87 C -0.4726
88 C -0.0836
89 C -0.1621
90 C -0.1780
91 O 0.0272
92 H 0.1074
93 H 0.1349
94 H 0.1011
95 H 0.1217
96 H 0.1154
97 H 0.1065
98 O 0.1287
99 C -0.4718

***

Entry 4:
C35H44N3O3PtSSi as an isolated structure. Source: the OMol25 dataset; level of theory: ωB97M-V with the def2-TZVPD basis set.

Structure (ORCA input):
```
! RIJCOSX wB97M-V def2-TZVPD def2/J DEFGRID3
* xyz 1 1
Pt 0.15380 0.10452 -0.23228
O 6.75637 2.22607 -0.84602
C 6.51994 0.88631 -0.47662
C 5.03940 0.64412 -0.43788
C 4.53184 -0.64753 -0.38858
C 3.16753 -0.83621 -0.33908
N 2.29636 0.17350 -0.32332
C 2.77850 1.42862 -0.38325
C 4.13697 1.69513 -0.44688
C 1.75536 2.49010 -0.42162
C 2.04655 3.82726 -0.24778
C 1.03476 4.78074 -0.29635
C 1.36479 6.24184 -0.12014
O 2.13694 6.72935 -1.20019
C -0.25098 4.33694 -0.54983
C -0.48370 2.98466 -0.70932
N 0.48528 2.06682 -0.63422
H 7.70154 2.36614 -0.95364
H 6.92620 0.67420 0.52051
H 6.97767 0.18177 -1.17854
H 5.18680 -1.50845 -0.41134
H 2.75398 -1.83125 -0.34498
H 4.50341 2.70600 -0.53496
H 3.06502 4.13962 -0.06413
H 1.98573 6.37084 0.76669
H 0.44763 6.81930 0.02544
H 1.60971 6.71033 -2.00608
H -1.08831 5.02130 -0.59522
H -1.47397 2.61238 -0.90682
C -1.91860 0.20106 -0.14002
Si -2.53437 0.72369 1.56315
C -1.37539 -0.00086 2.91028
N 0.04893 -0.00078 2.56789
C 0.72987 1.24310 2.97491
C 2.01955 0.99250 3.74712
C 1.70835 0.11246 4.95554
C 1.08950 -1.22829 4.50971
C 0.75708 -1.19175 3.01753
C -2.68371 2.60078 1.65732
C -3.35514 3.27395 0.62976
C -3.57502 4.64227 0.67944
C -3.11870 5.37788 1.76662
C -2.46295 4.73104 2.80395
C -2.26132 3.35705 2.75003
C -4.24037 0.00590 1.93498
C -5.37901 0.80359 2.06200
C -6.62629 0.24700 2.31320
C -6.76225 -1.12597 2.44602
C -5.64465 -1.94118 2.32810
C -4.40509 -1.37548 2.07540
H -2.34485 0.83484 -0.92314
H -2.34263 -0.78451 -0.33925
H -1.70695 -1.03615 3.04750
H -1.55440 0.48360 3.88293
H 0.06639 1.81692 3.63090
H 0.91475 1.87602 2.09718
H 2.42908 1.95286 4.06528
H 2.77608 0.53073 3.10496
H 0.99769 0.65368 5.58568
H 2.59738 -0.04916 5.56488
H 0.19296 -1.45232 5.09022
H 1.78462 -2.05282 4.68669
H 0.15098 -2.05969 2.74198
H 1.68634 -1.26670 2.44148
H -3.73511 2.71483 -0.22105
H -4.11143 5.13406 -0.12256
H -3.29208 6.44524 1.81333
H -2.12325 5.29348 3.66427
H -1.77015 2.87312 3.58512
H -5.29442 1.87983 1.97233
H -7.49285 0.88849 2.40831
H -7.73311 -1.56045 2.64463
H -5.74204 -3.01386 2.43655
H -3.54634 -2.03464 1.99186
O 0.46641 -2.36647 -1.78800
S 0.06036 -2.18951 -0.38572
C -1.49819 -3.07250 -0.18818
C -1.08454 -4.53337 -0.07105
C 0.07252 -4.54052 0.93143
C 1.05764 -3.46323 0.48612
H -2.09748 -2.81018 -1.05677
H -1.99159 -2.71394 0.71742
H -0.75806 -4.90355 -1.04371
H -1.91879 -5.14830 0.26280
H 0.56801 -5.50811 0.99885
H -0.31236 -4.29794 1.92551
H 1.70773 -3.79524 -0.32264
H 1.64635 -3.04105 1.29435
*
```

Maximum force, hartree/bohr: 0.0181
Gap between HOMO and LUMO, Ha: 0.2483
LUMO, Ha: -0.119
ΔE to the lowest compared entry with this formula, charge and spin, kcal per mole: 12.9

List of Löwdin charges in e, atom by atom:
1 Pt 0.9625
2 O -0.0430
3 C -0.2001
4 C -0.1550
5 C 0.0216
6 C -0.0886
7 N -0.0258
8 C -0.1821
9 C 0.0730
10 C -0.1914
11 C 0.0645
12 C -0.1526
13 C -0.2023
14 O -0.0297
15 C 0.0317
16 C -0.0795
17 N -0.0499
18 H 0.1036
19 H 0.1396
20 H 0.1357
21 H 0.1304
22 H 0.0798
23 H 0.1209
24 H 0.1320
25 H 0.1332
26 H 0.1259
27 H 0.1001
28 H 0.1196
29 H 0.0828
30 C -0.3833
31 Si 0.6619
32 C -0.2196
33 N -0.2417
34 C -0.1904
35 C -0.1817
36 C -0.1737
37 C -0.1511
38 C -0.2344
39 C -0.2603
40 C -0.1420
41 C -0.0910
42 C -0.0836
43 C -0.0718
44 C -0.0834
45 C -0.2330
46 C -0.0839
47 C -0.0754
48 C -0.0804
49 C -0.0820
50 C -0.1089
51 H 0.0033
52 H -0.0294
53 H 0.0784
54 H 0.0939
55 H 0.0978
56 H 0.0955
57 H 0.1176
58 H 0.1070
59 H 0.1123
60 H 0.1089
61 H 0.1095
62 H 0.1116
63 H 0.0979
64 H 0.0941
65 H 0.1106
66 H 0.1098
67 H 0.1065
68 H 0.1063
69 H 0.0843
70 H 0.0934
71 H 0.1065
72 H 0.1062
73 H 0.1041
74 H 0.0738
75 O -0.4680
76 S 0.7570
77 C -0.2893
78 C -0.2057
79 C -0.2074
80 C -0.2734
81 H 0.1110
82 H 0.0752
83 H 0.1235
84 H 0.1237
85 H 0.1237
86 H 0.1121
87 H 0.1014
88 H 0.0686